Below is a single C5H5NS molecule in a non-equilibrium geometry, with properties calculated with ωB97M-V/def2-TZVPD.

```
! wB97M-V def2-TZVPD RIJCOSX def2/J DEFGRID3
* xyz 0 1
C 1.8508 -0.8585 -0.0022
C 0.6602 -0.2790 -0.0108
C 0.3381 1.1610 0.0067
C -0.9957 1.3049 -0.0118
C -1.6171 -0.0329 0.0028
S -3.2275 -0.4054 -0.0037
N -0.5821 -0.9152 0.0002
H 1.9426 -1.9708 -0.0311
H 2.7708 -0.2464 0.0071
H 1.1183 1.9313 0.0031
H -1.5525 2.2181 0.0036
H -0.7060 -1.9070 0.0358
*
```

Results
E_HOMO ... -8.4 eV
Kohn-Sham gap ... 7.8 eV
SMILES ... C=C1C=CC(=S)N1
DFT total energy ... -646.44612 hartree


Below is a molecular structure, C34H53N13O16P in a non-equilibrium geometry, with properties calculated with ωB97M-V/def2-TZVPD.

```
! wB97M-V def2-TZVPD RIJCOSX def2/J DEFGRID3
* xyz -3 1
P -0.2226 -0.4407 -0.0663
O 0.3756 -0.4334 -1.4215
O 0.3233 0.8590 0.6041
O 0.2025 -1.5565 0.7441
O -1.6576 -0.4528 -0.1859
N -0.2879 2.3096 2.3410
C -1.6359 2.6656 2.4546
C -1.7262 3.8056 3.4572
C -0.3696 4.0499 3.9917
C 0.5309 3.0679 3.2227
H -0.0462 1.3516 1.5222
H -2.3728 2.1720 1.9932
H -2.7809 4.0485 3.9143
H -0.0738 4.7519 4.7276
H 1.6705 2.9598 3.1322
N 0.2653 -3.5689 2.1996
C 1.4864 -4.2452 2.4087
C 1.2842 -5.3384 3.3690
C -0.1613 -5.2165 3.8430
C -0.8249 -4.0630 2.9652
H 0.2709 -2.7073 1.5656
H 2.5154 -4.0281 2.1250
H 2.0872 -6.0657 3.6478
H -0.6072 -5.7844 4.6570
H -1.7413 -3.4367 2.8121
N 0.5017 4.7350 0.2300
C -0.5078 5.7631 0.2459
C 0.0546 6.9808 -0.5699
C 1.4154 6.5322 -0.9744
C 1.6655 5.1439 -0.5270
H 0.4834 3.8464 0.5279
H -1.2730 5.3692 0.9176
H -0.4459 8.0373 -0.6013
H 2.2134 7.3837 -1.3702
H 2.5907 4.5949 -0.5339
N -1.0177 -1.4233 -3.2278
C -0.3918 -2.1492 -4.2593
C -1.5690 -2.9107 -5.0032
C -2.8026 -2.4476 -4.2723
C -2.3889 -1.5862 -3.0556
H -0.3667 -0.8964 -2.6438
H 0.5221 -2.1010 -4.6425
H -1.4358 -3.7098 -5.5981
H -3.8368 -2.9469 -4.4638
H -2.8758 -1.2633 -2.0473
N 2.1532 -0.3730 -3.1993
C 1.8688 0.5592 -4.0937
C 2.9122 0.5545 -5.2138
C 3.8278 -0.7060 -4.7582
C 3.2262 -1.1866 -3.4093
H 1.5335 -0.5737 -2.2856
H 1.0391 1.2217 -3.9534
H 3.1406 1.2286 -6.1552
H 4.8143 -1.0738 -5.3428
H 3.4936 -1.9094 -2.7779
N -3.8295 0.5754 -0.5954
C -4.6754 0.5085 0.5610
C -5.9914 1.2083 0.0548
C -5.9040 1.3893 -1.4645
C -4.4185 1.0600 -1.7916
H -2.7295 0.2985 -0.4667
H -4.2688 0.2937 1.4621
H -6.7109 1.1097 0.8217
H -6.5150 1.8240 -2.2489
H -3.9165 0.9616 -2.8314
N 2.5548 1.8910 0.3098
C 3.5066 2.1619 1.2738
C 4.6259 2.7411 0.5108
C 4.4052 2.5690 -0.9777
C 2.9756 1.9961 -0.9895
H 1.4955 1.3783 0.4062
H 3.3529 1.9845 2.1093
H 5.5645 3.1858 0.9299
H 4.9676 2.6990 -1.9359
H 2.3698 1.8049 -1.8412
C -3.2322 -2.8023 0.0673
N -3.7015 -4.2061 0.0962
O -4.3949 -4.4980 -0.8709
O -3.7779 -4.7082 1.2299
H -2.6345 -2.5140 1.0248
H -3.9329 -1.9928 -0.0444
H -2.4732 -2.7522 -0.5250
C -1.2012 2.4886 -1.3249
N -2.1037 3.5930 -1.8664
O -1.9827 3.9630 -3.0610
O -2.6901 4.2797 -0.9879
H -0.0749 2.7101 -1.5282
H -1.4518 1.6243 -2.0389
H -1.5068 2.5099 -0.3293
C 1.4908 -0.7832 3.3210
N 2.5073 -0.1782 4.0876
O 2.1602 0.2632 5.2337
O 3.6627 -0.1087 3.6893
H 1.2331 -1.5960 3.8198
H 1.9655 -1.1090 2.3794
H 0.6705 -0.1173 3.2192
C -2.0236 -0.4680 2.9329
N -3.2234 -0.7678 3.7716
O -3.3801 -1.9053 4.2129
O -3.9233 0.1833 4.0814
H -1.3481 0.0803 3.5107
H -2.4936 0.1136 2.0610
H -1.6226 -1.4281 2.6427
C 1.0665 -3.7100 -1.3546
N 2.0167 -4.7963 -1.4830
O 1.8061 -5.8577 -0.9637
O 2.9081 -4.6089 -2.3582
H 0.3998 -3.7947 -2.2325
H 1.3217 -2.8182 -1.1585
H 0.3415 -3.9816 -0.5344
C 3.3773 -1.4012 0.1230
N 4.7145 -1.9444 0.0476
O 5.3588 -2.0428 1.1048
O 5.0386 -2.4493 -0.9997
H 3.0797 -0.5887 -0.5558
H 3.4562 -0.7518 0.9618
H 2.6900 -2.1664 0.3363
*
```

Results
E_HOMO ... -1.2 eV
Kohn-Sham gap ... 6.8 eV
DFT total energy ... -3583.32545 hartree


Below is 3 unconnected molecules or ions with the total composition C5H9NO, with properties calculated with ωB97M-V/def2-TZVPD.

```
! wB97M-V def2-TZVPD RIJCOSX def2/J DEFGRID3
* xyz 0 1
C 1.3308 -1.3000 -0.5464
C 0.2286 -0.3027 -0.3049
C -1.2302 -0.7290 -0.1179
C -1.3837 0.3947 0.9492
C 0.0800 0.7193 0.6749
N 0.5978 1.9263 0.4521
O 0.6274 2.8996 1.1743
H 1.1111 -1.8814 -1.4488
H 1.3948 -2.0026 0.2940
H 2.3043 -0.8169 -0.6697
H 0.7328 0.7197 -1.3497
H -1.8700 -0.6427 -0.9999
H -1.3216 -1.7427 0.2905
H -1.6314 0.0417 1.9528
H -2.0571 1.2135 0.6749
H 1.0862 1.5032 -1.0255
*
```

Results
E_HOMO ... -8.6 eV
Kohn-Sham gap ... 8.2 eV
DFT total energy ... -325.67420 hartree


Below is 7 unconnected molecules or ions with the total composition C29H66N5O9 in a non-equilibrium geometry, with properties calculated with ωB97M-V/def2-TZVPD.

```
! wB97M-V def2-TZVPD RIJCOSX def2/J DEFGRID3
* xyz 3 1
C 6.4938 -8.4903 0.7215
C 4.9614 -8.6938 0.5998
O 4.4206 -9.4100 -0.2440
N 4.1283 -7.7833 1.4867
H 4.7420 -7.2838 2.1143
H 3.7992 -6.9973 0.9445
C 3.0278 -8.5420 2.2290
H 6.9112 -8.5455 1.7269
H 6.6675 -7.4651 0.3944
H 7.0905 -9.1134 0.0554
H 3.3612 -9.5626 2.4169
H 2.2117 -8.6490 1.5144
H 2.7103 -7.8948 3.0465
C 2.5912 -0.5523 7.8111
C 1.7197 -1.4045 8.8012
O 2.1728 -1.8269 9.8360
N 0.2422 -1.5571 8.4256
H -0.3370 -1.1282 9.1331
H 0.0343 -1.0147 7.5993
C -0.1025 -3.0121 8.0832
H 2.1796 0.4568 7.7976
H 2.7738 -0.9476 6.8118
H 3.5819 -0.3990 8.2391
H 0.2096 -3.7260 8.8454
H 0.3101 -3.1387 7.0823
H -1.1592 -3.2791 8.0729
C -0.7925 4.9727 -1.8610
C -2.0528 5.3090 -1.1324
O -3.1223 5.7247 -1.6453
N -1.9691 5.0985 0.4169
H -1.8624 4.1046 0.5619
H -1.0381 5.3943 0.6735
C -3.1678 5.5781 1.2417
H 0.0598 5.5995 -1.5988
H -0.8671 5.0047 -2.9479
H -0.5469 3.9236 -1.6965
H -3.9973 5.1884 0.6518
H -3.2174 6.6613 1.1306
H -3.0610 5.2998 2.2902
C 8.4614 2.4008 4.4538
C 8.8099 2.6652 3.0099
C 7.8481 2.0275 2.0915
C 8.3411 2.1300 0.6908
N 7.5163 1.2650 -0.3551
C 7.9593 1.5784 -1.7713
C 7.5241 0.2845 -2.5989
C 7.8384 -0.8396 -1.5967
C 7.7350 -0.2809 -0.1702
C 5.9744 1.6088 -0.3267
H 9.2515 2.8618 5.0465
H 8.2946 1.3406 4.6441
H 7.5348 2.8922 4.7507
H 9.7196 2.1115 2.7775
H 9.1358 3.6828 2.7942
H 6.8800 2.5032 2.2486
H 7.7794 0.9661 2.3296
H 9.3405 1.6965 0.6534
H 8.3643 3.1486 0.3032
H 7.6204 2.4930 -2.2581
H 9.0224 1.7088 -1.5690
H 6.4461 0.3110 -2.7581
H 8.0343 0.1935 -3.5578
H 7.2831 -1.7649 -1.7497
H 8.8259 -1.2612 -1.7846
H 6.9192 -0.7176 0.4059
H 8.6673 -0.4437 0.3705
H 5.9668 2.6621 -0.6071
H 5.5610 1.3087 0.6361
H 5.4627 0.9578 -1.0355
C -9.3556 1.6394 -8.6404
C -8.6577 1.7026 -7.2765
C -9.7039 2.0026 -6.1714
C -8.9555 1.9189 -4.7669
N -9.8725 1.7891 -3.5023
C -9.0332 1.7954 -2.2618
C -8.3731 0.4118 -2.1667
C -9.4552 -0.5263 -2.7958
C -10.5620 0.3982 -3.2388
C -10.8826 2.9716 -3.4709
H -10.2023 2.3046 -8.8097
H -9.7400 0.6199 -8.6708
H -8.6164 1.7231 -9.4371
H -8.0477 2.5995 -7.1684
H -8.1759 0.7661 -6.9955
H -10.4669 1.2260 -6.2240
H -10.2765 2.9193 -6.3120
H -8.3717 2.8051 -4.5180
H -8.3804 0.9977 -4.8594
H -9.7717 1.9506 -1.4753
H -8.4013 2.6805 -2.3360
H -8.2212 0.3181 -1.0914
H -7.4016 0.3251 -2.6531
H -9.7405 -1.2756 -2.0575
H -9.0480 -1.0793 -3.6423
H -11.3223 0.6939 -2.5159
H -10.9773 0.0993 -4.2013
H -11.5834 2.8261 -4.2930
H -10.4519 3.9536 -3.6664
H -11.4344 2.8898 -2.5345
O 0.6053 -2.8550 -2.6513
C 1.2184 -3.8596 -2.0815
O 1.8173 -3.5621 -0.9996
O 1.2140 -5.0119 -2.5016
H 0.5824 -2.3094 -1.8617
O 0.0500 -1.2987 2.9944
C -0.9242 -0.4189 2.7423
O -1.2165 -0.1186 1.5736
O -1.4320 0.1853 3.7145
H 0.3428 -1.5877 2.1270
*
```

Results
E_HOMO ... -9.6 eV
Kohn-Sham gap ... 3.6 eV
DFT total energy ... -2094.40233 hartree


Below is 2 unconnected molecules or ions with the total composition C4H10ClP in a non-equilibrium geometry, with properties calculated with ωB97M-V/def2-TZVPD.

```
! wB97M-V def2-TZVPD RIJCOSX def2/J DEFGRID3
* xyz 0 3
C 1.2733 1.6390 1.2362
C 1.3817 -0.3683 -0.7934
C -1.1322 0.4846 0.0831
C -2.0368 -1.8040 -0.2080
P 0.4619 0.0478 0.8178
Cl -1.3450 -2.3193 -1.7115
H 1.6888 2.1471 0.4623
H 2.0269 1.3426 1.9746
H 0.6091 2.4288 1.6608
H 1.1435 -1.3024 -1.1440
H 2.3314 -0.3055 -0.5369
H 0.9850 0.3076 -1.5770
H -0.9041 0.6524 -0.9328
H -1.9588 1.0196 0.4628
H -1.4448 -2.3605 0.5648
H -3.0798 -1.6092 -0.3588
*
```

Results
E_HOMO (alpha / beta) ... -6.8 / -8.5 eV
Kohn-Sham gap (alpha / beta) ... 7.9 / 7.1 eV
Expectation value of S² ... 2.0095
DFT total energy ... -959.73835 hartree


Below is a single C5H11NOS molecule in a non-equilibrium geometry, with properties calculated with ωB97M-V/def2-TZVPD.

```
! wB97M-V def2-TZVPD RIJCOSX def2/J DEFGRID3
* xyz 0 1
C -2.5533 -0.5148 1.3049
S -1.1927 0.1927 -0.0715
N -1.4853 -0.7081 -1.4457
O -1.4628 1.5876 -0.5347
C 0.6144 0.1192 -0.0665
C 1.0903 -1.2377 -0.5014
C 1.3180 0.7615 1.0934
C 1.4362 1.4551 -0.1675
H -1.7797 -1.2585 1.6240
H -2.6151 0.3110 2.0771
H -2.4073 -0.9439 -1.6063
H -0.9252 -0.3960 -2.2323
H 1.3704 -1.0245 -1.5816
H 0.2920 -1.9874 -0.5420
H 2.1091 -1.4467 0.0479
H 2.1995 0.2352 1.6221
H 0.6983 1.1729 1.8797
H 0.8343 2.3236 -0.2888
H 2.4593 1.3590 -0.6108
*
```

Results
E_HOMO ... -8.5 eV
Kohn-Sham gap ... 9.2 eV
SMILES ... C=[S@@](N)(=O)C1(C)CC1
DFT total energy ... -725.07999 hartree


Below is 4 unconnected molecules or ions with the total composition CH11N2O3 in a non-equilibrium geometry, with properties calculated with ωB97M-V/def2-TZVPD.

```
! wB97M-V def2-TZVPD RIJCOSX def2/J DEFGRID3
* xyz 1 1
N 0.6652 0.0945 -0.5339
C 0.5874 -1.1651 -0.8623
N -0.2918 -1.9951 -0.3324
H -0.1537 0.3565 0.0089
H 1.2071 0.7729 -1.0763
H 1.2238 -1.5459 -1.6528
H -0.3175 -2.9003 -0.7765
H -1.1317 -1.7306 0.1740
H 2.3440 2.6434 -2.4103
H 3.1311 1.4483 -2.6092
O 2.3083 1.7129 -2.1915
H -3.1403 -0.2199 0.5166
H -2.0587 0.4645 1.4106
O -2.1971 -0.0859 0.6256
H -0.5454 0.5348 2.4908
H -0.6630 0.6101 4.0186
O -0.9677 1.0049 3.2001
*
```

Results
E_HOMO ... -15.2 eV
Kohn-Sham gap ... 12.0 eV
DFT total energy ... -379.71682 hartree


Below is a molecular structure, C36H37Br2IN6O4Ti in a non-equilibrium geometry, with properties calculated with ωB97M-V/def2-TZVPD.

```
! wB97M-V def2-TZVPD RIJCOSX def2/J DEFGRID3
* xyz 0 3
Ti 0.7699 0.3874 0.3785
Br 0.9438 3.1686 0.2843
C 2.8184 3.1056 -0.1848
C 3.5483 4.2540 -0.1044
C 4.8914 4.2258 -0.5231
C 5.4213 3.0802 -1.0466
C 4.6563 1.8940 -1.1443
C 5.1761 0.7244 -1.7369
C 4.4001 -0.3985 -1.8295
C 3.1069 -0.4244 -1.2768
C 2.5327 0.6780 -0.6678
C 3.3138 1.8699 -0.6553
H 3.1006 5.1672 0.2621
H 5.4857 5.1261 -0.4432
H 6.4417 3.0673 -1.4103
H 6.1928 0.7337 -2.1104
H 4.7916 -1.2817 -2.3205
H 2.5513 -1.3581 -1.3327
C -2.9847 -2.0017 3.5198
C -3.0652 -1.5744 2.0683
N -1.9394 -0.7161 1.7432
C -1.2932 0.0655 2.6679
N -0.2865 0.8025 2.2482
C 0.4007 1.6542 3.2149
C 0.3117 1.0991 4.6222
C -1.1553 0.9123 4.9548
N -1.7777 0.0799 3.9363
C -2.9183 -0.7307 4.3442
H -2.0815 -2.5935 3.6846
H -3.8549 -2.5928 3.8030
H -3.9964 -1.0205 1.9001
H -3.0558 -2.4337 1.3995
H -1.3271 -1.0334 1.0012
H -0.0488 2.6541 3.1876
H 1.4469 1.7410 2.9137
H 0.7839 1.7713 5.3379
H 0.8202 0.1331 4.6633
H -1.6647 1.8810 5.0191
H -1.2674 0.4097 5.9164
H -3.8470 -0.1592 4.2258
H -2.8073 -0.9659 5.4031
Br -6.0979 1.9506 -0.2435
C -5.1077 3.4395 -0.8661
C -5.8066 4.5155 -1.3917
C -5.1196 5.6197 -1.8690
C -3.7338 5.6356 -1.8344
C -3.0364 4.5645 -1.3012
C -3.7171 3.4622 -0.7990
I -2.6021 1.8716 0.0575
H -6.8866 4.4832 -1.4240
H -5.6690 6.4631 -2.2642
H -3.1910 6.4872 -2.2223
H -1.9551 4.5788 -1.2626
N -0.0425 0.5342 -1.4172
C -0.1973 -0.1517 -2.3480
N -0.3585 -0.8762 -3.4059
C 0.7717 -1.2459 -4.2733
C 0.2806 -1.4120 -5.7129
C -0.7532 -0.3329 -6.0369
C -2.0119 -0.4904 -5.1577
C -1.6867 -1.2667 -3.8784
H 1.2243 -2.1723 -3.9100
H 1.5231 -0.4574 -4.2141
H -0.1598 -2.4004 -5.8585
H 1.1366 -1.3375 -6.3829
H -1.0250 -0.3783 -7.0909
H -0.2963 0.6431 -5.8578
H -2.7984 -1.0215 -5.6959
H -2.3998 0.4956 -4.8989
H -1.6752 -2.3412 -4.0708
H -2.4209 -1.0690 -3.0994
O 1.8549 -0.6521 1.6657
C 1.2684 -1.7114 1.2297
O 0.3896 -1.4814 0.2656
C 1.5154 -3.0217 1.6974
C 0.6775 -4.1021 1.3074
C 0.9669 -5.3784 1.6942
C 2.1185 -5.6332 2.4676
C 2.9456 -4.5685 2.8851
C 2.6421 -3.2895 2.5198
N 2.4589 -6.9592 2.8014
O 3.4926 -7.1609 3.4497
O 1.7122 -7.8740 2.4295
H -0.1922 -3.8888 0.6991
H 0.3438 -6.2147 1.4141
H 3.8160 -4.8007 3.4800
H 3.2670 -2.4553 2.8100
*
```

Results
E_HOMO (alpha / beta) ... -4.9 / -8.0 eV
Kohn-Sham gap (alpha / beta) ... 4.9 / 7.9 eV
Expectation value of S² ... 2.0351
DFT total energy ... -8318.67683 hartree


Below is a molecular structure, C22H19BrIN2O4Rh, with properties calculated with ωB97M-V/def2-TZVPD.

```
! wB97M-V def2-TZVPD RIJCOSX def2/J DEFGRID3
* xyz 0 5
Rh -0.8130 0.3380 0.0164
C 1.9610 3.7417 -1.6507
C 2.6319 2.6905 -0.8368
N 3.9546 2.8153 -0.6209
C 4.5067 1.8472 0.0801
C 3.8621 0.7274 0.6424
C 4.7123 -0.2256 1.4419
O 4.6975 -1.5675 0.9687
C 2.4745 0.5505 0.4688
C 1.8596 -0.5800 1.0415
N 0.5587 -0.9124 1.0760
C 0.1826 -2.1435 1.6135
C 1.0920 -3.0814 2.1422
C 0.6780 -4.2968 2.6489
C -0.6619 -4.6513 2.6571
C -1.5867 -3.7555 2.1508
C -1.1687 -2.5351 1.6499
I -2.6744 -1.2639 0.9339
C 1.8471 1.6016 -0.3461
O 0.6160 1.6168 -0.6761
H 2.6635 4.5482 -1.8398
H 1.0700 4.1198 -1.1495
H 1.6250 3.3215 -2.6018
H 5.5792 1.9353 0.2383
H 4.3539 -0.2805 2.4736
H 5.7377 0.1558 1.4766
H 5.0123 -1.5779 0.0587
H 2.5664 -1.2598 1.4874
H 2.1509 -2.8757 2.1508
H 1.4224 -4.9791 3.0377
H -0.9844 -5.6079 3.0426
H -2.6382 -4.0089 2.1397
Br -4.3717 -2.3232 -2.8747
C -4.1889 -0.4812 -2.4780
C -5.3317 0.2313 -2.1382
C -5.2350 1.5695 -1.7955
C -3.9940 2.1947 -1.7847
C -2.8618 1.4670 -2.1057
C -2.9403 0.1195 -2.4592
C -1.6593 -0.6302 -2.7637
O -1.4761 -1.1807 -3.8245
O -0.8072 -0.5876 -1.7888
H -6.2891 -0.2704 -2.1385
H -6.1291 2.1207 -1.5385
H -3.9106 3.2428 -1.5306
H -1.8887 1.9516 -2.1117
C -1.4611 1.8434 1.2062
H -2.3759 2.2538 0.7715
H -0.6882 2.6107 1.2358
H -1.6803 1.4612 2.2030
*
```

Results
E_HOMO (alpha / beta) ... -6.3 / -8.7 eV
Kohn-Sham gap (alpha / beta) ... 5.8 / 5.7 eV
Expectation value of S² ... 6.0298
DFT total energy ... -4242.34202 hartree


Below is 2 unconnected molecules or ions with the total composition C3H4N2O, with properties calculated with ωB97M-V/def2-TZVPD.

```
! wB97M-V def2-TZVPD RIJCOSX def2/J DEFGRID3
* xyz 0 1
N 0.6118 -1.9751 0.4249
C -0.4153 -1.3238 0.4120
N -1.4409 -0.6515 0.5670
H 1.2660 -1.8836 -0.3426
H -2.3017 -1.0650 0.2258
C 1.3844 1.1697 -0.8130
C 0.4262 1.6015 -0.2234
O -0.6190 2.0526 0.4150
H 2.2454 0.8095 -1.3259
H -1.1569 1.2657 0.6602
*
```

Results
E_HOMO ... -9.4 eV
Kohn-Sham gap ... 10.0 eV
SMILES ... N=C=N.C#CO
DFT total energy ... -301.36322 hartree